(1)
The following is a quantum chemistry calculation of a 15-piece molecular cluster, C22H74N2O15 overall at a distorted geometry, from OMol25.

## Properties
E_HOMO: -9.143 eV
LUMO: 0.0114 Eh

The geometry in XYZ format:
```
113
C22H74N2O15 ωB97M-V/def2-TZVPD
C -14.794 14.221 0.080
C -13.950 13.197 0.755
O -13.015 13.878 1.618
H -15.460 14.622 0.755
H -15.375 13.881 -0.792
H -14.165 15.070 -0.245
H -13.430 12.551 0.030
H -14.577 12.677 1.500
H -12.845 13.452 2.473
C -19.228 13.459 3.690
C -20.301 13.963 4.672
O -21.542 13.639 4.058
H -18.263 13.631 4.324
H -19.160 14.184 2.782
H -19.350 12.475 3.360
H -20.308 15.024 4.894
H -20.345 13.428 5.556
H -22.080 14.432 4.195
C -19.781 19.640 2.121
C -21.289 19.288 2.092
O -22.036 20.257 1.289
H -19.422 19.687 1.116
H -19.305 18.914 2.716
H -19.771 20.651 2.640
H -21.624 19.428 3.080
H -21.412 18.250 1.654
H -22.871 19.853 1.090
C -20.851 12.716 0.524
C -21.193 13.212 -0.889
O -22.514 12.891 -0.994
H -19.853 12.991 0.833
H -20.989 11.672 0.692
H -21.530 13.213 1.134
H -20.568 12.612 -1.522
H -21.063 14.238 -1.006
H -22.765 13.179 -1.877
C -18.011 15.446 0.333
C -19.102 16.514 0.282
O -19.908 16.208 1.436
H -17.201 15.637 -0.390
H -18.395 14.444 0.153
H -17.521 15.408 1.317
H -19.768 16.251 -0.544
H -18.785 17.525 0.200
H -20.796 16.305 1.128
C -17.513 11.529 1.263
C -16.988 11.327 -0.218
O -17.809 12.163 -0.993
H -16.697 11.101 1.836
H -18.418 10.910 1.506
H -17.578 12.589 1.517
H -16.969 10.251 -0.487
H -16.008 11.767 -0.353
H -18.670 12.211 -0.571
C -15.383 17.275 -2.638
C -15.297 18.478 -1.730
O -16.585 19.060 -1.591
H -14.348 16.974 -2.810
H -16.052 17.471 -3.499
H -15.729 16.388 -2.093
H -14.693 19.176 -2.249
H -14.774 18.042 -0.877
H -16.687 19.643 -0.863
C -22.691 15.730 -2.603
O -22.902 14.402 -3.109
N -21.474 16.179 -2.658
N -23.535 16.429 -1.866
H -20.776 15.599 -3.053
H -21.261 16.971 -2.091
H -24.422 15.928 -1.506
H -23.658 17.437 -1.915
C -23.332 15.629 1.303
O -22.379 16.321 0.537
H -23.636 14.677 0.808
H -24.135 16.255 1.674
H -22.929 15.127 2.141
H -22.755 16.380 -0.325
C -22.308 17.097 4.508
O -23.011 15.963 4.505
H -21.463 17.025 5.102
H -22.786 17.991 4.779
H -22.009 17.277 3.509
H -23.931 16.218 4.496
C -19.952 18.982 -1.986
O -20.844 18.707 -1.001
H -20.258 19.932 -2.520
H -19.784 18.199 -2.681
H -18.945 19.179 -1.649
H -20.621 19.412 -0.354
C -16.483 19.170 1.647
O -16.459 19.587 2.997
H -16.914 18.262 1.521
H -15.463 19.044 1.279
H -17.020 19.719 0.903
H -15.682 19.188 3.348
C -18.177 15.010 -3.026
O -19.456 14.618 -3.471
H -17.767 14.269 -2.261
H -18.263 15.985 -2.610
H -17.604 14.994 -3.948
H -19.367 14.061 -4.240
C -14.450 16.568 2.831
O -14.430 17.699 3.679
H -13.969 15.730 3.416
H -13.825 16.925 2.023
H -15.424 16.357 2.394
H -14.846 17.373 4.479
C -17.694 16.760 4.578
O -19.040 16.887 4.014
H -16.900 16.907 3.901
H -17.464 15.761 4.918
H -17.508 17.479 5.415
H -19.058 16.475 3.133
```

---

(2)
The following is a quantum chemistry calculation of C18H25NO6STcTe as an isolated structure at a distorted geometry, from OMol25.

## Properties
multiplicity: 2
E_HOMO (spin up / spin down): -14.298 / -14.297 eV
charge: +2
LUMO (spin up / spin down): -0.3265 / -0.3112 Eh

The geometry in XYZ format:
```
53
C18H25NO6STcTe ωB97M-V/def2-TZVPD
Tc -0.468 -0.215 0.327
O 1.652 -0.037 -0.313
C 1.953 1.320 -0.752
C 1.175 2.224 0.164
N -0.296 1.916 0.165
C -0.956 2.329 -1.099
C -0.880 1.200 -2.118
O -0.859 1.319 -3.291
O -0.851 -0.035 -1.492
C -0.866 2.514 1.394
C -0.587 1.577 2.566
O -0.637 1.861 3.707
O -0.305 0.287 2.128
H 2.016 -0.667 -0.949
H 3.019 1.506 -0.631
H 1.692 1.430 -1.806
H 1.536 2.084 1.184
H 1.322 3.272 -0.107
H -2.011 2.509 -0.899
H -0.523 3.240 -1.513
H -0.448 3.500 1.601
H -1.944 2.611 1.292
C -4.166 1.369 0.777
Te -3.112 -0.490 0.938
C -4.137 -0.904 -0.879
C -5.463 -0.228 -0.617
C -6.644 -0.695 -1.176
C -7.846 -0.077 -0.856
C -7.874 0.985 0.036
C -6.696 1.455 0.598
C -5.490 0.860 0.255
H -3.674 2.011 0.047
H -4.226 1.873 1.740
H -4.202 -1.983 -0.986
H -3.566 -0.493 -1.713
H -6.630 -1.541 -1.850
H -8.766 -0.442 -1.291
H -8.816 1.444 0.302
H -6.717 2.284 1.294
O -1.965 -3.065 0.301
S -0.583 -2.694 0.674
C 0.505 -3.971 -0.038
C 0.920 -4.862 1.141
C -0.091 -4.662 2.273
C -0.253 -3.148 2.379
H 1.338 -3.527 -0.579
H -0.181 -4.441 -0.743
H 1.913 -4.569 1.483
H 0.975 -5.899 0.815
H 0.263 -5.080 3.213
H -1.051 -5.122 2.037
H 0.675 -2.658 2.683
H -1.083 -2.775 2.979
```